Entry 1:
C23H41F15IN3O12P2S3Si as an isolated structure, computed with ωB97M-V/def2-TZVPD.

Values from the calculation:
net charge = 0
lowest unoccupied orbital energy = -0.626 eV
gap between HOMO and LUMO = 7.631 eV

Each line ends with the Löwdin charge.
Positions of all 101 atoms, in Å:
I -3.451 -0.049 3.279  0.554
S -6.173 3.701 -0.941  0.772
S -4.918 -5.669 0.885  0.563
S -3.509 -7.556 2.367  0.579
P 0.522 -1.917 -2.442  0.452
P -1.498 -1.187 2.349  0.619
Si 5.070 -0.893 1.004  0.436
F -5.056 -3.297 -0.280  0.130
F -5.815 4.766 0.178  -0.130
F -4.992 0.468 -1.444  0.139
F -7.213 4.709 -1.539  -0.103
F -5.055 4.341 -1.888  -0.139
F -1.674 -6.251 3.766  0.121
F -6.565 2.656 -2.065  -0.116
F -1.391 -8.396 3.630  0.125
F -7.292 3.115 -0.007  -0.115
F -5.402 1.754 0.684  0.116
F -3.834 -3.312 1.509  0.047
F -3.079 -4.164 -0.333  0.118
F -3.977 2.072 -2.495  0.113
F -3.888 3.254 0.297  0.103
F -0.928 -7.129 1.932  0.117
O 2.085 -1.743 -2.769  -0.128
O -5.174 -6.309 -0.371  -0.275
O -4.293 -7.675 3.561  -0.280
O 1.363 1.205 -3.328  0.087
O 0.548 -3.116 -1.413  -0.095
O 2.588 4.121 -2.013  -0.163
O -3.444 -8.675 1.474  -0.281
O 0.582 2.754 -1.249  -0.124
O -0.329 -2.015 -3.618  -0.215
O -1.930 -1.451 0.789  -0.407
O -6.034 -5.320 1.714  -0.276
O 3.444 -1.048 1.367  -0.222
N 0.528 0.490 -0.551  -0.004
N -3.633 -6.152 1.644  -0.314
N -1.064 1.546 1.713  -0.046
C 5.362 -0.754 -0.853  -0.137
C 2.571 -1.909 0.655  -0.239
C 1.140 -1.515 1.004  -0.141
C -4.156 1.505 -1.279  -0.458
C 4.148 5.099 -0.506  -0.067
C 0.200 3.613 -2.319  -0.128
C -0.273 1.885 -0.565  -0.319
C -0.294 2.413 0.856  -0.112
C 0.419 0.442 3.335  -0.079
C 3.019 5.367 -1.481  -0.265
C -0.348 0.291 1.993  -0.617
C -2.827 0.993 -0.725  -0.055
C -1.775 -7.308 2.953  -0.682
C 2.180 1.093 -2.463  -0.217
C 0.748 -0.032 0.917  -0.164
C 6.051 -2.330 1.666  -0.157
C -1.678 1.894 -1.190  -0.068
C 5.573 0.691 1.860  -0.144
C -4.847 2.498 -0.270  -0.420
C 1.497 4.204 -2.906  -0.164
C 1.930 0.804 -1.011  -0.063
C -4.187 -4.044 0.412  -0.645
C -0.150 -0.505 -1.483  -0.102
H -2.759 -0.023 -1.106  0.122
H -2.907 0.958 0.360  0.069
H -2.690 -2.058 0.748  0.024
H 1.633 0.522 1.233  0.130
H 0.818 1.461 3.396  0.095
H 4.783 1.028 2.537  0.031
H 3.360 6.018 -2.295  0.123
H -0.471 4.396 -1.952  0.135
H 2.181 5.865 -0.977  0.126
H 2.309 1.645 -0.429  0.157
H 5.701 0.262 -1.081  0.031
H 5.714 1.489 1.125  0.024
H -0.573 0.070 -2.298  0.097
H 7.058 -1.948 1.870  0.037
H 4.503 -0.967 -1.493  0.006
H -1.209 1.998 2.608  0.091
H 2.559 -0.046 -0.762  0.092
H 0.415 -2.179 0.544  0.088
H 1.262 -0.240 3.438  0.084
H 4.746 5.998 -0.357  0.079
H -0.308 3.071 -3.118  0.123
H 2.802 -1.889 -0.415  0.076
H -1.997 2.924 -1.029  0.127
H 1.304 5.248 -3.172  0.129
H 6.161 -3.160 0.967  0.034
H 6.165 -1.434 -1.146  0.039
H 3.772 4.781 0.468  0.072
H 2.699 -2.948 0.979  0.141
H 4.793 4.311 -0.898  0.076
H 2.169 -1.436 -3.688  0.106
H 1.774 3.652 -3.806  0.121
H 0.736 2.608 1.198  0.140
H 3.261 1.178 -2.676  0.150
H -0.778 3.388 0.769  0.151
H -0.257 0.295 4.181  0.065
H -0.960 -0.952 -0.910  0.082
H 5.650 -2.698 2.613  0.040
H 1.069 -1.735 2.072  0.103
H 1.170 -3.819 -1.653  0.119
H 6.498 0.584 2.426  0.034
H -1.579 1.760 -2.266  0.119



Entry 2:
A 2-piece molecular cluster, C21H19NO3 overall at a distorted geometry, computed with ωB97M-V/def2-TZVPD.

Values from the calculation:
net charge = 0
lowest unoccupied orbital energy = -2.477 eV
relative energy (zero: lowest compared OMol25 entry of this formula, charge and spin) = 8.099 eV
gap between HOMO and LUMO = 4.671 eV

Each line ends with the Löwdin charge.
Positions of all 44 atoms, in Å:
O 2.219 -2.019 -4.466  -0.072
O 2.298 0.180 -4.624  -0.055
O 3.011 2.455 1.384  0.002
N 1.638 -0.887 -4.441  -0.515
C 0.325 -0.834 -4.241  -0.019
C -4.084 -0.823 -0.444  -0.027
C 0.361 -0.045 -0.764  -0.190
C -0.117 1.098 -0.061  0.004
C 3.150 2.251 2.757  -0.248
C -2.709 -0.648 -0.338  -0.007
C -1.827 -1.253 -1.276  -0.188
C 3.458 1.639 5.445  -0.092
C -4.645 -1.760 -1.329  -0.256
C 0.733 1.871 0.724  0.015
C 4.489 1.358 4.541  -0.084
C 2.102 2.543 3.632  -0.012
C 2.271 2.243 4.993  -0.073
C -2.385 -2.301 -2.069  0.003
C 4.364 1.697 3.195  -0.002
C -0.439 -0.985 -1.455  0.061
C -6.122 -1.949 -1.475  -0.047
C 1.771 -0.273 -0.727  0.020
C -3.760 -2.532 -2.111  -0.023
C 2.639 0.574 -0.069  0.033
C 2.117 1.634 0.698  -0.210
H 5.416 0.875 4.882  0.110
H 1.184 2.994 3.256  0.104
H 3.578 1.398 6.513  0.106
H 1.468 2.482 5.695  0.105
H -4.776 -0.226 0.153  0.116
H 5.152 1.519 2.465  0.121
H -0.217 -1.772 -4.375  0.069
H -6.418 -1.878 -2.529  0.090
H -6.663 -1.184 -0.908  0.079
H 0.370 2.695 1.343  0.114
H -0.148 0.120 -4.432  0.074
H -4.166 -3.290 -2.767  0.116
H -2.319 -0.070 0.508  0.110
H -1.164 1.374 -0.110  0.104
H 2.177 -1.157 -1.223  0.132
H 0.099 -1.698 -2.065  0.088
H 3.719 0.446 -0.117  0.132
H -6.438 -2.936 -1.115  0.091
H -1.712 -2.929 -2.655  0.120



Entry 3:
A 15-piece molecular cluster, C39H89N11O23 overall at a distorted geometry, computed with ωB97M-V/def2-TZVPD.

Values from the calculation:
net charge = 0
lowest unoccupied orbital energy = -0.315 eV
gap between HOMO and LUMO = 8.045 eV

Each line ends with the Löwdin charge.
Positions of all 162 atoms, in Å:
O -7.688 5.040 -13.217  -0.001
O -6.881 -0.985 -13.930  0.007
O -6.991 3.207 -14.413  0.086
O -3.805 8.889 -15.939  0.137
O -4.837 6.929 -15.667  -0.034
O -11.448 6.245 -17.551  0.054
O -10.292 1.223 -14.044  -0.030
O -7.757 5.112 -15.333  0.041
O -9.348 3.447 -21.958  -0.006
O -9.604 9.188 -18.931  -0.021
O -5.640 5.004 -21.344  0.043
O -4.711 3.467 -10.542  -0.029
O -5.249 1.220 -17.073  0.000
O -9.139 1.260 -10.337  -0.020
O -3.800 1.419 -18.681  0.055
O -5.874 0.613 -19.164  0.064
O -1.864 3.465 -14.512  -0.052
O -9.624 9.139 -13.767  0.039
O -9.804 8.703 -9.656  0.038
O -5.999 7.403 -11.120  0.010
O -5.799 8.468 -16.854  -0.033
O -9.729 -0.621 -14.942  0.023
O -10.337 0.985 -16.381  0.089
N -4.099 6.367 -11.611  0.187
N -7.318 0.765 -12.569  0.202
N -7.916 8.138 -8.559  0.025
N -10.207 7.672 -16.365  0.203
N -10.842 2.155 -9.167  0.005
N -3.478 4.830 -21.290  0.173
N -8.525 2.182 -20.321  0.024
N -9.231 7.713 -20.671  0.030
N -5.147 2.961 -8.292  0.013
N -2.885 3.771 -12.581  0.166
N -8.443 8.222 -12.197  0.202
C -9.584 2.535 -19.309  -0.029
C -8.879 8.987 -8.913  -0.576
C -6.498 0.766 -16.501  -0.024
C -8.490 2.631 -21.597  -0.531
C -7.219 4.565 -11.910  -0.012
C -10.825 9.529 -20.978  -0.002
C -4.610 5.041 -20.715  -0.637
C -10.370 1.315 -10.116  -0.507
C -4.032 8.778 -11.179  0.023
C -10.185 3.241 -8.472  -0.060
C -6.037 9.804 -17.320  -0.018
C -7.265 2.324 -22.480  -0.001
C -7.370 4.689 -16.634  0.008
C -4.801 7.428 -11.229  -0.559
C -3.463 1.376 -20.013  -0.077
C -6.973 -1.316 -11.554  -0.012
C -4.618 5.292 -19.194  0.022
C -5.005 1.071 -18.382  -0.569
C -10.637 2.586 -14.069  -0.059
C -7.043 -0.509 -12.793  -0.595
C -4.726 8.161 -16.152  -0.647
C -11.201 0.266 -10.761  0.011
C -3.830 2.058 -13.962  0.018
C -8.641 8.519 -13.455  -0.630
C -7.480 8.310 -14.373  0.011
C -2.798 3.122 -13.695  -0.576
C -8.699 10.387 -8.426  -0.004
C -4.408 3.483 -9.328  -0.431
C -7.933 6.717 -8.939  -0.066
C -7.457 4.337 -14.370  -0.604
C -3.897 6.284 -14.856  -0.035
C -9.361 -1.458 -16.005  -0.042
C -9.804 8.799 -20.114  -0.494
C -10.988 6.601 -16.519  -0.641
C -6.435 2.324 -8.386  -0.058
C -3.022 4.045 -8.876  0.010
C -10.200 0.532 -15.229  -0.562
C -8.185 6.962 -20.026  -0.061
C -11.362 5.837 -15.238  0.007
H -4.653 2.294 -14.637  0.060
H -5.224 10.100 -17.983  0.095
H -9.269 7.647 -21.678  0.139
H -3.630 3.621 -11.916  0.042
H -7.291 1.444 -13.316  0.068
H -8.796 6.277 -8.438  0.079
H -7.042 9.765 -17.741  0.092
H -6.975 9.264 -14.522  0.097
H -9.057 2.448 -18.359  0.040
H -12.365 5.420 -15.324  0.081
H -6.793 7.611 -13.896  0.069
H -7.232 7.491 -19.996  0.081
H -11.632 2.705 -14.498  0.103
H -5.918 -1.490 -11.345  0.089
H -8.762 -2.284 -15.622  0.098
H -7.091 8.436 -8.059  0.137
H -4.834 9.447 -11.491  0.085
H -6.637 1.005 -15.447  0.058
H -3.218 1.314 -14.473  0.095
H -3.783 9.099 -10.167  0.073
H -10.048 8.089 -17.271  0.067
H -8.018 4.736 -11.189  0.078
H -4.376 1.713 -13.084  0.075
H -6.291 4.670 -16.791  0.089
H -7.199 3.046 -8.099  0.068
H -7.777 10.805 -8.829  0.084
H -3.565 0.465 -20.602  0.104
H -7.873 6.125 -20.652  0.072
H -3.459 6.978 -14.139  0.086
H -6.650 1.920 -9.375  0.078
H -2.177 4.491 -12.543  0.114
H -11.606 -0.422 -10.019  0.093
H -9.975 3.552 -19.352  0.082
H -7.549 -1.058 -10.665  0.072
H -9.916 3.091 -14.712  0.070
H -7.357 -2.315 -11.763  0.083
H -7.826 1.483 -20.112  0.091
H -6.814 3.174 -22.992  0.068
H -4.775 3.047 -7.357  0.138
H -10.624 5.036 -15.212  0.043
H -10.650 -0.235 -11.557  0.089
H -7.884 6.503 -10.006  0.045
H -8.732 10.420 -7.337  0.082
H -11.816 9.644 -20.540  0.085
H -9.893 8.087 -15.499  0.056
H -9.475 11.084 -8.744  0.088
H -5.411 4.733 -18.697  0.059
H -10.257 -1.995 -16.317  0.099
H -6.492 1.469 -7.712  0.093
H -2.571 4.948 -20.861  0.121
H -10.486 10.547 -21.174  0.080
H -7.816 3.764 -17.002  0.088
H -10.975 8.983 -21.909  0.069
H -3.248 5.701 -15.510  0.105
H -4.558 5.702 -14.214  0.080
H -7.571 7.922 -11.785  0.046
H -12.005 0.860 -11.195  0.088
H -6.500 1.997 -21.775  0.051
H -8.445 6.564 -19.045  0.070
H -10.428 1.848 -19.380  0.082
H -2.469 3.347 -8.247  0.082
H -3.717 5.117 -18.606  0.080
H -7.498 1.566 -23.228  0.075
H -7.731 1.016 -11.682  0.051
H -7.823 5.409 -17.316  0.088
H -7.077 3.484 -11.935  0.072
H -3.092 8.831 -11.727  0.078
H -3.092 6.297 -11.641  0.110
H -11.255 6.362 -14.288  0.075
H -7.747 7.916 -15.354  0.072
H -9.703 2.856 -7.574  0.082
H -9.187 8.405 -11.538  0.082
H -10.540 3.119 -13.123  0.099
H -8.886 -0.989 -16.867  0.097
H -5.988 10.597 -16.574  0.094
H -9.412 3.697 -9.091  0.067
H -2.385 1.522 -20.086  0.098
H -7.324 1.138 -17.106  0.079
H -6.337 4.954 -11.400  0.043
H -2.390 4.307 -9.724  0.064
H -11.847 2.148 -9.071  0.135
H -4.991 6.302 -19.019  0.075
H -3.906 2.157 -20.632  0.082
H -3.526 4.801 -22.298  0.128
H -4.636 5.513 -11.635  0.059
H -6.553 -0.321 -16.561  0.091
H -3.245 4.976 -8.354  0.079
H -11.039 3.869 -8.217  0.094
H -7.156 6.227 -8.352  0.081



Entry 4:
C43H40FN3O3PbS4Si as an isolated structure, computed with ωB97M-V/def2-TZVPD.

Values from the calculation:
net charge = 0
lowest unoccupied orbital energy = -0.021 eV
gap between HOMO and LUMO = 7.655 eV

Each line ends with the Löwdin charge.
Positions of all 96 atoms, in Å:
Pb 0.728 0.294 -0.041  1.517
S -2.454 -3.745 0.922  1.056
S -2.952 -1.645 3.916  1.033
S 2.948 0.728 4.459  1.120
S -4.991 -1.040 1.276  1.023
Si 1.061 -2.708 -1.644  0.375
F 1.351 1.747 -2.473  0.018
O -3.067 2.873 -1.470  0.110
O -1.185 0.020 0.772  -0.299
O -1.508 1.359 -2.004  0.050
N 1.213 0.764 2.572  0.043
N 1.035 -0.987 -1.929  -0.156
N -2.173 1.243 -4.539  0.015
C -0.851 1.351 3.841  -0.009
C -0.510 -1.899 4.579  -0.164
C -1.765 -2.004 5.090  -0.400
C 3.405 0.253 1.701  -0.245
C 2.071 -0.836 -5.528  -0.092
C 5.652 0.098 0.838  -0.070
C 1.639 -1.316 -4.300  -0.044
C 1.398 -0.481 -3.180  -0.306
C -0.178 4.641 0.535  -0.071
C -2.743 -4.376 -0.640  -0.396
C -0.176 -3.619 -2.705  -0.168
C 5.147 -0.248 -0.408  -0.064
C -0.522 -1.526 3.204  -0.149
C 0.512 1.072 3.745  -0.294
C -3.147 1.908 -3.667  -0.150
C 1.072 5.226 0.374  -0.090
C -3.479 -0.201 1.211  -0.463
C -1.773 -1.353 2.690  -0.483
C 2.745 -3.471 -1.921  -0.158
C 0.772 2.499 0.070  -0.272
C -2.685 -3.401 -1.590  -0.225
C 1.582 0.872 -3.470  -0.256
C -2.117 -0.928 1.243  -0.529
C 3.772 -0.347 -0.600  -0.120
C 2.002 1.384 -4.676  -0.027
C 0.771 1.346 6.154  -0.088
C 2.175 4.439 0.059  -0.081
C -0.337 3.266 0.380  -0.105
C 1.307 1.087 4.893  -0.464
C -2.584 2.119 -2.268  -0.504
C -2.251 -2.150 0.323  -0.520
C 2.267 0.526 -5.733  -0.105
C 4.783 0.347 1.889  -0.048
C 2.031 3.063 -0.093  -0.129
C 2.466 0.579 2.795  -0.527
C -1.389 1.598 5.087  -0.063
C -2.400 -2.120 -1.031  -0.129
C -5.071 1.494 1.087  -0.170
C -0.586 1.593 6.238  -0.080
C -5.889 0.415 1.192  -0.411
C 0.674 -2.995 0.148  -0.183
C 2.900 -0.109 0.450  -0.194
C -3.688 1.135 1.093  -0.120
H 3.512 -2.934 -1.351  0.020
H 2.732 -4.509 -1.564  0.041
H 0.336 -4.028 0.293  0.045
H -1.029 -2.973 -2.933  0.016
H -1.477 1.895 -4.881  0.088
H 2.254 -1.539 -6.333  0.103
H -2.454 1.793 5.175  0.111
H 0.379 -1.353 2.633  0.094
H -2.322 -1.197 -1.598  0.121
H -0.558 -4.499 -2.171  0.040
H 0.254 -3.963 -3.655  0.038
H -1.323 0.862 -2.831  0.080
H 0.393 -2.078 5.152  0.111
H -2.607 0.814 -5.343  0.083
H 1.400 1.353 7.039  0.108
H 6.722 0.187 0.988  0.106
H 1.188 6.298 0.491  0.100
H 2.617 0.908 -6.684  0.098
H 5.174 0.639 2.861  0.094
H -2.063 -2.269 6.097  0.069
H -1.451 1.351 2.941  0.106
H -4.009 1.251 -3.542  0.133
H 5.822 -0.436 -1.236  0.109
H -5.428 2.515 1.009  0.105
H 2.900 2.457 -0.338  0.096
H -1.318 2.817 0.471  0.068
H -3.518 2.866 -4.026  0.122
H 2.123 2.458 -4.767  0.119
H 1.465 -2.384 -4.193  0.066
H 3.384 -0.610 -1.579  0.083
H -1.034 1.791 7.206  0.105
H -0.149 -2.357 0.486  -0.028
H -1.043 5.251 0.774  0.107
H 3.150 4.893 -0.079  0.102
H -2.886 1.845 0.958  0.081
H 3.057 -3.485 -2.970  0.029
H 1.549 -2.828 0.789  0.045
H -2.839 -3.584 -2.650  0.111
H -6.971 0.384 1.215  0.065
H -2.944 -5.433 -0.772  0.073



Q: The highest gap between HOMO and LUMO belongs to which entry?
A: C39H89N11O23



Q: Which of these has the lowest lowest unoccupied orbital energy?
A: C21H19NO3



Q: Look up the gap between HOMO and LUMO of the third one.
A: 8.045 eV



Q: lowest unoccupied orbital energy of number 1 (C23H41F15IN3O12P2S3Si)?
A: -0.626 eV